C5H9NO2 in the gas phase. Source: the OMol25 dataset; level of theory: ωB97M-V/def2-TZVPD.

Each line ends with the Löwdin charge.
Atoms and positions in Å:
O (3.322, -0.731, -0.057)  0.030
O (0.016, 0.490, -0.428)  -0.101
N (2.545, 1.315, 0.349)  0.160
C (-2.380, 0.759, 0.003)  -0.086
C (-1.986, -0.573, 0.600)  -0.092
C (2.346, 0.171, -0.178)  -0.482
C (-1.267, -0.025, -0.597)  -0.356
C (1.010, -0.491, -0.393)  -0.148
H (1.682, 1.856, 0.338)  0.053
H (-1.426, -0.510, -1.566)  0.153
H (1.059, -1.066, -1.335)  0.141
H (-2.098, 1.654, 0.561)  0.112
H (-3.313, 0.834, -0.555)  0.103
H (3.755, -0.489, 0.831)  0.159
H (-2.645, -1.431, 0.457)  0.102
H (-1.446, -0.552, 1.547)  0.109
H (0.828, -1.212, 0.423)  0.145

Computed properties:
DFT total energy (eV): -10914.207
Energy above the lowest of the compared OMol25 structures with the same formula, charge and spin (kcal/mol): 54.62
HOMO level (eV): -10.084
Max |F| (eV/Å): 3.2
Frontier orbital gap (eV): 10.82
SMILES string: [H]/N=C(/O)COC1CC1